# 1
Molecular formula: C4H3F4N3
Method: DFT, ωB97M-V/def2-TZVPD

Each line ends with the natural charge from an NBO analysis.
Element x y z (Å)
C  -1.27894  1.15321  -0.19500  0.20
C  -2.88933  -0.08095  -0.81159  0.23
C  1.62476  0.44150  0.62948  0.32
C  2.04910  -0.99573  0.46328  0.88
N  -2.59888  1.14410  -0.40260  -0.52
N  -0.72843  -0.01398  -0.44783  -0.19
N  -1.80728  -0.82272  -0.87263  -0.32
F  1.87272  1.34493  -0.27266  -0.26
F  1.36470  -1.79644  1.29161  -0.30
F  3.32673  -1.23855  0.85243  -0.32
F  1.97822  -1.45044  -0.80286  -0.30
H  -0.79815  2.04412  0.06220  0.20
H  -3.82965  -0.47323  -1.17699  0.21
H  1.71443  0.74416  1.68316  0.18

Output
LUMO level (alpha / beta): -1.55 / -3.94 eV
Total charge: 0
Total energy: -717.7738 hartree
E_HOMO (alpha / beta): -10.355 / -9.756 eV
ΔE to the lowest compared entry with this formula, charge and spin: 266.7 kJ/mol



# 2
Molecular formula: C4H3F5O
Method: DFT, ωB97M-V/def2-TZVPD

Each line ends with the Mulliken spin population.
Element x y z (Å)
C  0.93487  0.44169  0.33171  -0.04
C  -0.57846  0.49990  0.02588  0.08
C  1.54885  -0.59966  -0.53404  0.85
C  -1.04411  -0.96588  -0.15552  0.82
O  -1.27888  1.22020  0.95307  0.03
F  -0.73870  1.10084  -1.21015  0.00
F  1.87031  -0.35608  -1.78940  0.06
F  2.29672  -1.55712  -0.02135  0.06
F  -1.02479  -1.68851  0.97742  0.05
F  -2.24754  -1.11061  -0.73242  0.05
H  1.36073  1.43010  0.13139  0.04
H  1.07730  0.17787  1.38034  -0.01
H  -2.17630  1.40727  0.64308  0.00

Output
LUMO level (alpha / beta): 0.66 / -0.92 eV
Multiplicity: 3
Total charge: 0
Total energy: -728.6572 hartree
E_HOMO (alpha / beta): -7.726 / -12.189 eV
ΔE to the lowest compared entry with this formula, charge and spin: 0.0 kJ/mol



# 3
Molecular formula: C4H3FIN3O2
Method: DFT, ωB97M-V/def2-TZVPD

Each line ends with the natural charge from an NBO analysis.
Element x y z (Å)
C  -1.21122  -0.82393  -0.05217  -0.05
C  -0.11793  -1.61597  0.10726  0.54
C  -0.25704  0.87612  -0.08383  0.01
C  2.21653  1.06502  -0.06020  -0.38
N  1.08406  -0.95666  0.14092  -0.38
N  0.91880  0.37337  0.06264  -0.19
N  -2.57593  -0.86255  -0.03648  0.48
O  -3.11756  -1.92346  -0.14773  -0.37
O  -3.13005  0.22196  0.03748  -0.42
F  -0.20520  -2.92314  0.14091  -0.27
I  -1.02698  2.73519  -0.00273  0.35
H  2.05482  1.89610  -0.83632  0.22
H  2.49443  1.56923  0.98555  0.22
H  2.87327  0.36873  -0.25531  0.23

Output
LUMO level: -0.54 eV
Total charge: 0
Total energy: -866.2790 hartree
E_HOMO: -9.060 eV
ΔE to the lowest compared entry with this formula, charge and spin: 271.7 kJ/mol



# 4
Molecular formula: C4H3FN2O
Method: DFT, ωB97M-V/def2-TZVPD

Each line ends with the natural charge from an NBO analysis.
Element x y z (Å)
C  1.46888  1.33177  0.80738  0.21
C  0.96391  0.14074  0.49681  -0.13
C  -0.84003  -1.15770  -0.53883  0.57
C  -2.15735  -1.08059  -1.14204  0.17
H  1.04131  2.30319  0.61250  0.17
H  1.49404  -0.73061  0.95602  0.26
H  -0.81990  0.88736  -0.41448  0.42
N  -0.31800  0.03101  -0.19259  -0.58
N  -3.16927  -0.98231  -1.69125  -0.24
O  -0.27475  -2.19486  -0.37007  -0.53
F  2.61117  1.45199  1.47654  -0.32

Output
LUMO level: 0.08 eV
Total charge: 0
Total energy: -438.7980 hartree
E_HOMO: -9.740 eV
ΔE to the lowest compared entry with this formula, charge and spin: 182.9 kJ/mol



- Look up the ΔE to the lowest compared entry with this formula, charge and spin of the first one.
  266.7 kJ/mol



- Which of these has the highest ΔE to the lowest compared entry with this formula, charge and spin?
  C4H3FIN3O2



- Which of these has the highest ΔE to the lowest compared entry with this formula, charge and spin?
  C4H3FIN3O2